Computed, not measured: a structure of composition C2H2N2O4 in a non-equilibrium geometry, with ωB97M-V with the def2-TZVPD basis set.

## Properties
total energy	-487.62746	a.u.
gap between HOMO and LUMO	9.28	eV
ΔE to the lowest compared entry with this formula, charge and spin	142.0	kcal/mol

Each line ends with the Löwdin charge.
Positions of all 10 atoms, in Å:
C 1.4845 -0.1126 -0.0317  -0.342
C 0.3098 0.7633 -0.3983  -0.229
H -1.5220 1.2429 0.9817  0.304
H -1.0072 -1.9277 -0.3378  0.190
N -0.8804 -0.0868 -0.5947  -0.158
N -0.4376 -1.1639 0.2509  0.075
O -1.9726 0.2936 0.2043  -0.097
O 1.0773 -1.4211 -0.1439  0.048
O 2.6359 0.4040 0.1464  0.117
O 0.3123 2.0083 -0.0770  0.093

Atoms 1-2, force components in eV/Å:
5.1 1.6 -1.3
-1.4 5.7 3.0